Below is a structure of composition C26H28AuBIN10, with properties calculated with the ωB97M-V functional and the def2-TZVPD basis.

Geometry as XYZ:
```
67
Properties=species:S:1:pos:R:3:lowdin_charge:R:1
N 1.760 -1.320 -0.274 0.018
N 0.523 -1.273 1.956 0.021
N -0.707 -2.104 -1.506 0.111
H -0.927 -6.806 0.495 0.073
H 2.520 -3.003 -1.276 0.129
H 0.230 1.688 5.032 0.081
C -1.005 7.176 -0.073 -0.078
C -1.262 6.487 1.112 -0.083
C -0.218 6.585 -1.062 -0.083
H 2.658 -5.968 1.953 0.096
C -2.803 -2.194 -0.693 -0.034
C 0.313 5.329 -0.881 -0.063
C -1.973 -2.323 -1.827 -0.383
C 0.097 -1.874 3.073 -0.058
C -2.744 2.278 -2.657 -0.778
H -0.639 -0.007 -2.088 0.112
C 2.143 -3.931 1.305 -0.095
N -0.527 2.013 -2.405 0.031
C 2.657 0.254 -1.477 -0.344
C 0.596 -5.495 1.206 -0.360
N 0.032 -4.386 0.757 0.138
H 3.396 2.241 -1.168 0.068
C 2.507 -1.929 -1.206 -0.055
H 0.931 4.868 -1.641 0.111
H 2.023 2.114 -2.277 0.042
H -2.919 -1.825 -3.695 0.064
N -1.158 0.839 -2.299 0.002
H 0.779 2.347 3.483 0.030
H 1.924 1.545 4.560 0.085
N 0.851 0.011 2.230 -0.053
C 0.544 3.354 0.527 -0.100
H 3.781 -1.120 -2.814 0.104
I -4.575 3.181 -2.957 0.827
Au 0.967 1.567 0.768 1.051
H -1.257 3.944 -2.765 0.090
C 0.122 -0.960 4.104 -0.006
N -0.692 -1.832 -0.175 -0.011
C -0.181 -6.769 1.287 -0.043
C -1.483 2.898 -2.639 -0.225
C -2.494 0.947 -2.432 -0.157
H -0.700 -6.855 2.244 0.072
C -2.354 -2.640 -3.237 -0.036
H -0.146 -1.125 5.133 0.105
C 0.046 4.611 0.315 -0.353
H -0.179 -2.917 3.053 0.132
C 3.115 -0.967 -1.983 -0.004
C 0.898 1.525 4.187 -0.041
H -1.417 8.164 -0.226 0.101
C -0.757 5.224 1.318 -0.044
H 0.477 -7.632 1.188 0.071
H 3.644 1.597 -2.795 0.078
H -3.145 0.095 -2.351 0.100
H -3.872 -2.315 -0.637 0.101
C 0.602 0.219 3.530 -0.342
C 2.950 1.635 -1.957 -0.053
C -1.942 -1.898 0.333 -0.072
H -1.457 -2.808 -3.830 0.078
H -2.129 -1.739 1.382 0.117
H -2.975 -3.536 -3.278 0.077
B 0.641 -1.961 0.563 -0.704
N 1.837 0.022 -0.450 -0.048
H 3.009 -3.303 1.441 0.124
H -1.876 6.944 1.878 0.106
N 0.989 -3.429 0.804 -0.029
H -0.017 7.121 -1.981 0.108
C 1.942 -5.261 1.569 -0.027
H -0.974 4.681 2.228 0.109
```

Values from the calculation:
Calculated total energy: -2013.36423 hartree
Energy relative to the best compared isomer or geometry (same formula, charge and spin): 31.42 kcal/mol
Orbital gap (alpha / beta): 6.824 / 7.493 eV
2S+1: 2
Lowest unoccupied orbital energy (alpha / beta): -0.588 / -1.040 eV



Below is a structure of composition C26H28BN10O4PdSSe, with properties calculated with the ωB97M-V functional and the def2-TZVPD basis.

Geometry as XYZ:
```
72
Properties=species:S:1:pos:R:3:lowdin_charge:R:1
H 4.676 2.898 -1.085 0.112
H 0.933 -1.941 2.576 0.062
C -1.210 -6.422 -4.531 -0.033
H -0.719 -1.921 3.206 0.090
H -4.182 3.269 -0.497 0.121
C -0.699 -8.789 -4.286 -0.038
H 0.846 8.600 2.881 0.082
N 1.067 3.058 0.710 0.069
N -0.453 -3.353 -0.402 0.104
H 0.257 4.601 -0.593 0.136
N 0.177 1.970 2.848 0.032
N -1.366 2.792 1.058 0.025
H -1.529 4.362 3.998 0.135
C 0.031 -5.722 -1.740 -0.477
H -0.853 6.990 4.315 0.113
O 1.753 -0.794 0.403 -0.481
H 2.328 7.671 2.665 0.084
O 2.590 -1.343 -2.198 -0.332
H -2.453 -3.666 -0.773 0.122
C 0.634 2.002 4.114 -0.011
C 1.090 -5.009 -1.183 -0.036
N 0.007 0.672 2.485 -0.042
H 4.036 3.738 0.345 0.112
C 1.289 7.764 2.346 -0.022
H 4.554 2.036 0.467 0.107
H -3.414 -0.339 -0.414 0.086
H 2.115 -5.346 -1.260 0.124
Se 1.866 -0.366 -1.189 0.966
C -1.456 -4.064 -0.915 -0.096
H -4.025 0.767 -1.647 0.090
H -2.132 -5.817 -1.956 0.124
H -2.366 0.156 -1.751 0.071
C -2.674 1.656 -0.265 -0.295
C -1.943 -6.771 -5.647 -0.083
H 0.821 2.943 4.604 0.138
C 0.363 -0.107 3.502 -0.296
B -0.085 3.099 1.862 -0.651
N 0.770 5.400 1.934 0.129
C -0.459 6.282 3.606 0.003
C -2.396 3.603 0.752 -0.015
Pd -0.087 0.270 0.554 1.026
N -2.084 -8.028 -6.075 0.127
C 0.538 6.504 2.624 -0.329
C 1.919 3.341 -1.323 0.087
C 0.302 -1.591 3.395 -0.009
H 1.578 -3.231 -0.088 0.099
C -1.477 -9.008 -5.411 -0.081
O 2.834 1.081 -1.268 -0.192
C -0.585 -7.463 -3.824 -0.483
H 1.284 7.994 1.282 0.080
C 2.694 2.309 -0.559 -0.514
H -0.213 -9.610 -3.776 0.121
H -1.611 -10.011 -5.797 0.131
C 4.091 2.782 -0.175 0.050
N 1.942 2.186 0.711 0.221
H 0.648 -2.049 4.318 0.091
C -3.255 2.916 -0.079 0.026
H -2.442 4.602 1.154 0.138
N -0.062 4.454 2.455 -0.024
H 2.161 3.656 -2.324 0.149
H 1.084 0.390 5.544 0.121
C 0.986 3.815 -0.508 0.026
S 0.426 -7.260 -2.461 1.297
N -1.539 1.609 0.428 -0.040
C 0.759 0.710 4.570 0.027
C 0.786 -3.822 -0.530 -0.109
H -1.089 -5.387 -4.248 0.118
C -0.812 4.967 3.464 -0.073
C -1.280 -5.259 -1.595 -0.048
H -2.435 -6.009 -6.239 0.129
C -3.147 0.493 -1.068 -0.010
O 0.297 0.093 -1.499 -0.482
```

Values from the calculation:
Total charge: +2
Calculated total energy: -4807.83331 hartree
Energy relative to the best compared isomer or geometry (same formula, charge and spin): 4.02 kcal/mol
Orbital gap (alpha / beta): 7.384 / 4.142 eV
2S+1: 2
Lowest unoccupied orbital energy (alpha / beta): -6.160 / -9.402 eV



Below is a structure of composition C26H28BaF6NO2, with properties calculated with the ωB97M-V functional and the def2-TZVPD basis.

Geometry as XYZ:
```
64
Properties=species:S:1:pos:R:3:lowdin_charge:R:1
H -0.445 -2.127 -2.960 0.081
C 0.617 1.745 5.648 0.012
O -0.367 0.518 -1.657 0.022
C -1.290 0.424 -2.483 -0.468
C 2.377 0.050 2.146 -0.238
C -0.424 0.875 4.986 -0.521
H 0.340 1.898 6.697 0.090
H -0.175 2.784 -2.806 0.126
H 0.391 -2.789 -0.790 0.090
H 2.697 2.563 -0.066 0.054
H 0.668 2.699 5.112 0.094
C -0.326 -2.397 -0.069 -0.107
C 2.749 -0.048 -4.817 -0.085
C 1.456 0.460 -4.640 -0.044
C -3.609 -2.585 -1.615 -0.062
Ba -0.627 1.331 1.710 1.866
C -1.598 -1.853 -0.393 -0.286
H -4.137 -2.600 -2.577 0.071
C 3.844 0.624 -4.266 -0.100
C -2.537 -0.409 -2.267 -0.059
H 2.516 -1.717 0.769 0.076
H -4.252 -2.094 -0.880 0.070
H -1.242 -3.641 -2.463 0.088
H 2.297 -0.419 3.125 0.077
N -1.166 1.104 -3.644 0.052
F -2.193 2.223 6.017 0.156
H 2.488 2.234 2.639 0.060
C 2.562 0.329 -0.129 -0.187
F -1.713 -1.173 5.295 0.126
H -1.903 1.077 -4.360 0.144
H -0.416 2.790 -4.572 0.120
H 1.584 1.240 5.559 0.108
C 3.648 1.802 -3.531 -0.086
H 0.683 -2.751 1.897 0.083
C -0.662 -0.449 5.774 -0.501
F -2.786 1.009 4.268 0.110
C 1.255 1.623 -3.892 -0.223
C -1.340 -1.794 1.900 -0.256
C -1.761 1.699 4.861 -0.487
H -3.090 -0.483 -3.215 0.107
H -3.255 -1.116 0.934 0.069
C 2.478 -0.636 0.904 -0.177
C 2.455 1.444 1.882 -0.336
H -3.207 0.092 -1.541 0.129
H 0.588 -0.053 -5.056 0.107
O -0.029 0.449 3.753 -0.511
H 2.648 0.111 -1.192 0.070
C -0.141 2.161 -3.725 -0.137
H -3.448 -3.624 -1.298 0.094
H -1.542 -1.681 2.967 0.062
C -2.232 -1.484 0.835 -0.211
F 0.442 -1.238 5.657 0.140
H 4.858 0.231 -4.404 0.098
H 2.179 3.216 -2.778 0.110
C -1.416 -2.608 -2.793 -0.057
F -0.885 -0.220 7.097 0.117
C -2.263 -1.864 -1.756 -0.508
C -0.174 -2.370 1.341 -0.171
H -1.954 -2.645 -3.750 0.076
H 2.886 -0.968 -5.383 0.096
C 2.357 2.306 -3.354 -0.045
F -1.526 2.783 3.980 -0.028
C 2.569 1.614 0.468 -0.258
H 4.500 2.324 -3.094 0.102
```

Values from the calculation:
Total charge: -1
Calculated total energy: -1837.56025 hartree
Energy relative to the best compared isomer or geometry (same formula, charge and spin): 0.00 kcal/mol
Orbital gap: 4.602 eV
Lowest unoccupied orbital energy: 1.647 eV



Below is a cluster of 3 separate species, C26H28BrF6NO6S in total, with properties calculated with the ωB97M-V functional and the def2-TZVPD basis.

Geometry as XYZ:
```
69
Properties=species:S:1:pos:R:3:lowdin_charge:R:1
H -0.042 0.963 -4.670 0.105
H 3.972 0.378 5.597 0.127
N -2.273 1.864 -3.295 -0.004
H 4.904 2.703 1.174 0.090
C -0.313 -0.116 4.850 -0.508
H -3.906 -2.131 0.402 0.125
C 3.430 2.229 4.658 -0.061
H 2.898 -0.418 0.267 0.069
H 2.560 -1.430 -4.028 0.123
O 4.766 1.712 -2.040 -0.080
C -3.039 -1.917 2.383 -0.069
Br -5.220 1.110 1.566 0.641
S -2.276 1.736 -0.011 0.845
O -2.412 -3.565 0.712 0.026
F -3.347 -6.966 0.937 0.156
H -2.073 -2.057 2.872 0.070
F -0.615 0.542 5.988 0.159
H 0.447 0.358 0.633 0.082
H 2.579 -1.881 -0.801 0.097
O 1.964 0.384 5.241 0.028
O 1.256 0.505 3.100 0.144
O 3.767 3.708 -1.231 0.050
H 2.777 2.603 3.865 0.076
C 2.462 -0.279 -4.101 -0.170
C 3.292 0.728 4.817 -0.202
C 1.401 0.157 -2.999 -0.136
C 1.528 -0.040 -1.470 -0.149
H 4.630 -0.381 -3.320 0.110
C -6.382 0.863 -1.317 -0.084
F -0.340 -1.431 5.155 0.158
C -0.891 1.112 -1.093 -0.391
C -6.190 0.909 -2.871 -0.062
H -7.379 0.651 -0.809 0.093
H 3.307 1.684 0.870 0.075
C -3.767 1.438 -1.093 -0.426
F -2.370 -6.090 -0.779 0.154
H -7.092 0.718 -3.551 0.089
C -5.137 1.122 -0.428 -0.585
C 0.400 0.451 -0.500 -0.007
H -3.749 -2.579 2.886 0.084
C -2.612 -5.913 0.538 -0.512
H 2.111 -0.084 -5.184 0.117
H 4.663 2.424 -4.008 0.135
H 3.017 2.344 -3.208 0.133
C 0.079 0.819 -3.535 0.049
H 3.771 -0.593 -1.424 0.061
O -4.469 -4.432 1.052 0.165
C 1.035 0.304 4.268 -0.357
C -3.543 1.528 -2.619 -0.206
F -1.334 0.102 4.003 0.151
C 4.336 1.991 0.480 -0.007
C 2.809 -0.748 -0.837 -0.075
C 3.940 0.321 -3.913 -0.165
H 4.963 1.018 0.458 0.086
C -4.799 1.231 -3.518 0.006
H -2.188 2.891 -3.270 0.131
H -4.771 1.268 -4.662 0.096
H 4.406 0.373 -4.972 0.116
H 3.557 0.199 3.897 0.122
C 4.242 2.562 -1.033 -0.396
H -2.245 -1.552 0.423 0.114
C -1.086 1.286 -2.620 -0.212
H 4.460 2.499 4.414 0.082
C -2.941 -2.242 0.905 -0.195
H 3.139 2.741 5.578 0.084
H -3.364 -0.886 2.529 0.020
F -1.420 -6.021 1.163 0.151
C -3.298 -4.577 0.813 -0.369
C 4.013 1.796 -3.284 -0.171
```

Values from the calculation:
Calculated total energy: -5084.86196 hartree
SMILES string: CC(=O)OCCCc1cc2c(cc1C)Sc1c(Br)cccc1N2.CCOC(=O)C(F)(F)F.CCOC(=O)C(F)(F)F
Orbital gap: 8.217 eV
Lowest unoccupied orbital energy: 0.151 eV